The following is a DFT calculation (ωB97M-V/def2-TZVPD) of a structure of composition C38H50ClF5IrN3O2S.

E_LUMO (alpha / beta)   -0.17584 / -0.17797 Ha
ΔE to the lowest compared entry with this formula, charge and spin   2.313 eV
HOMO level (alpha / beta)   -10.727 / -10.745 eV
Total energy   -88560.22813 eV
⟨S²⟩   0.810
Charge   +1
Frontier orbital gap (alpha / beta)   5.942 / 5.902 eV
Spin multiplicity   2

```
101
C38H50ClF5IrN3O2S ωB97M-V/def2-TZVPD
Ir -0.31616 0.78380 -0.01098
C 1.46822 0.51923 1.36175
C 0.37794 0.28547 2.22224
C 0.27132 -1.18519 2.29485
C 1.39880 -1.76129 1.60539
C 2.16173 -0.79236 1.06081
C 3.52455 -0.94927 0.43713
C 4.39615 0.25834 0.81078
C 3.43728 -1.05870 -1.09461
C 4.18542 -2.22586 0.97033
C -0.61386 -2.12337 3.07547
C 0.15330 -2.38857 4.39986
C -0.72167 -3.49345 2.36803
C -2.03390 -1.63291 3.37841
C -0.12721 1.39969 3.17267
C -1.60040 1.78458 2.99021
C 0.15012 1.02491 4.63521
C 0.68504 2.67716 2.90309
H 2.03919 1.42916 1.39332
H 1.60539 -2.81614 1.57146
H 4.03302 1.17460 0.34489
H 5.41555 0.08541 0.46407
H 4.43254 0.40455 1.89282
H 2.88887 -0.22655 -1.53196
H 2.95883 -1.99416 -1.38662
H 4.45108 -1.05704 -1.49985
H 4.27681 -2.20549 2.05731
H 5.18544 -2.31767 0.54514
H 3.62716 -3.11896 0.68575
H 1.11643 -2.86250 4.21000
H -0.45262 -3.07190 4.99621
H 0.32103 -1.48360 4.97988
H 0.24099 -3.99728 2.29354
H -1.15409 -3.40500 1.37619
H -1.36394 -4.13085 2.97620
H -2.07506 -0.94092 4.21394
H -2.64658 -2.49260 3.64952
H -2.49484 -1.16210 2.51608
H -2.28632 0.97423 3.20983
H -1.79846 2.11422 1.96831
H -1.83023 2.61426 3.66184
H -0.48748 0.22724 4.99791
H -0.03471 1.89731 5.26362
H 1.19292 0.73061 4.77653
H 0.55489 3.02576 1.87524
H 1.75009 2.53760 3.09694
H 0.32952 3.46265 3.56985
N 0.10634 -0.74231 -1.44633
C 0.32963 -1.63220 -2.12911
C 0.56504 -2.76320 -2.97304
C 0.46694 -2.62393 -4.35613
C 0.70298 -3.72513 -5.16048
C 1.03226 -4.94677 -4.58791
C 1.12109 -5.08030 -3.20824
C 0.88650 -3.98830 -2.39167
H 0.19831 -1.66761 -4.78461
H 0.62544 -3.63221 -6.23492
H 1.21579 -5.80376 -5.22200
H 1.36685 -6.03756 -2.76959
H 0.93471 -4.07644 -1.31426
F -1.13778 3.13685 -1.65754
C -1.62336 1.93113 -1.21641
F -2.71374 2.27989 -0.47418
C -2.17098 1.28370 -2.50859
F -2.79970 0.13498 -2.27739
F -1.15109 1.03983 -3.35721
F -3.02003 2.10362 -3.13640
Cl -8.36460 -1.80175 1.62248
C -6.70437 -1.59258 1.17229
C -5.97375 -2.69092 0.74340
C -4.65075 -2.51490 0.37779
C -4.05959 -1.25792 0.45444
C -4.80469 -0.16886 0.89294
C -6.13407 -0.33115 1.24712
C -2.62355 -1.12474 0.05921
O -2.04209 -1.98839 -0.56725
O -2.08553 -0.00438 0.48865
H -6.44244 -3.66364 0.69347
H -4.06274 -3.35116 0.02364
H -4.34219 0.80610 0.95212
H -6.72720 0.50865 1.58082
C 2.44832 4.22448 -4.13077
N 1.88067 3.15318 -3.31389
C 2.15689 1.81356 -3.82611
C 1.38951 3.36543 -2.09256
S 1.59006 2.12193 -0.88080
N 0.91169 4.57066 -1.78127
C 0.64498 4.94985 -0.39737
C 0.20611 5.39259 -2.76613
H 3.43138 3.89815 -4.47068
H 2.56875 5.12721 -3.53975
H 1.83285 4.43697 -5.00521
H 1.89799 1.79775 -4.88491
H 1.56094 1.07719 -3.30070
H 3.21679 1.57594 -3.71319
H 1.44238 4.60200 0.25178
H -0.30726 4.53689 -0.05790
H 0.59718 6.03650 -0.35626
H 0.08435 4.84791 -3.69712
H 0.72355 6.33414 -2.95049
H -0.78681 5.60599 -2.37039
```